1.
Here is C11H11BrNO3SbSe5W as an isolated structure in a non-equilibrium geometry from OMol25. Energies are from ωB97M-V/def2-TZVPD.

The geometry in XYZ format:
```
34
C11H11BrNO3SbSe5W, DFT ωB97M-V/def2-TZVPD
W -1.09 0.88 -0.41
C 1.96 -1.08 -0.17
C 1.88 0.12 -1.12
C 3.01 1.10 -0.87
O 0.63 0.81 -0.95
H 2.63 -1.84 -0.57
H 0.98 -1.55 -0.05
H 2.33 -0.77 0.81
H 1.89 -0.23 -2.16
H 2.90 1.56 0.11
H 3.00 1.88 -1.63
H 3.96 0.56 -0.92
Se 2.66 2.60 3.69
Sb 0.61 1.30 3.74
Se 1.03 -0.63 5.13
Se -0.46 3.00 5.14
Se -0.32 0.96 1.63
Se -1.82 -0.61 1.14
C -2.57 -0.19 -1.55
N -1.49 -0.63 -1.64
Br 0.87 3.75 -2.78
C 0.52 4.08 -0.94
C 1.51 4.71 -0.21
C 1.31 5.03 1.13
C 0.06 4.81 1.71
C -0.94 4.21 0.99
C -0.71 3.73 -0.33
C -1.64 2.78 -0.91
O -2.43 2.09 -0.01
O -1.37 1.98 -1.90
H 2.45 4.94 -0.69
H 2.10 5.46 1.71
H -0.11 5.08 2.74
H -1.91 4.02 1.44
```

Values from the calculation:
- multiplicity = 3
- E_HOMO (alpha / beta) (eV) = -7.8393 / -7.7916
- orbital gap (alpha / beta) (eV) = 5.461 / 4.658
- calculated total energy (a.u.) = -15594.49215
- lowest unoccupied orbital energy (alpha / beta) (eV) = -2.4 / -3.1
- ΔE to the lowest compared entry with this formula, charge and spin (kcal/mol) = 185.3

***

2.
Here is one molecule with the formula C11H11F3N4O in a non-equilibrium geometry from OMol25. Energies are from ωB97M-V/def2-TZVPD.

The geometry in XYZ format:
```
30
C11H11F3N4O, DFT ωB97M-V/def2-TZVPD
N -3.09 -3.42 0.95
C -2.74 -2.44 0.46
C -2.25 -1.24 -0.10
C -3.04 -0.15 -0.17
O -4.30 -0.15 0.33
H -4.79 0.65 0.07
C -2.57 1.18 -0.72
F -3.58 1.83 -1.32
F -1.57 1.10 -1.60
F -2.14 1.99 0.27
C -0.89 -1.32 -0.62
N -0.55 -1.95 -1.72
N 0.78 -1.86 -1.85
C 1.25 -1.19 -0.84
N 0.23 -0.82 -0.01
C 0.33 -0.07 1.21
H -0.67 0.04 1.63
C 0.95 1.31 0.99
C 2.47 1.28 0.80
C 2.93 0.64 -0.51
H 4.00 0.81 -0.62
H 2.43 1.13 -1.35
C 2.67 -0.87 -0.59
H 3.24 -1.30 -1.41
H 3.00 -1.34 0.34
H 2.84 2.31 0.83
H 2.93 0.75 1.64
H 0.72 1.93 1.86
H 0.49 1.78 0.11
H 0.94 -0.63 1.93
```

Values from the calculation:
- E_HOMO (eV) = -9.5060
- orbital gap (eV) = 9.379
- SMILES = N#C/C(=C(\O)C(F)(F)F)c1nnc2n1CCCCC2
- calculated total energy (a.u.) = -1019.62419
- lowest unoccupied orbital energy (eV) = -0.1